A 7-piece molecular cluster, C56H118N6O8 overall in a non-equilibrium geometry, computed with wB97M-V/def2-TZVPD.

The calculation puts the LUMO energy (alpha / beta) at 2.05 / 2.05 eV. Its multiplicity is 2. The value obtained for the frontier orbital gap (alpha / beta) is 0.207 / 0.199 Ha. The total charge is -1. The value obtained for the HOMO energy (alpha / beta) is -3.6 / -3.4 eV.

CARTESIAN COORDINATES (ANGSTROEM)
O -0.860 -0.088 -2.027
C 0.137 -0.839 -1.318
C 0.847 -0.229 -0.046
O 0.932 1.203 0.112
H 0.873 -1.030 -2.099
H -0.285 -1.830 -1.150
H 1.673 -0.887 0.222
H 0.251 -0.503 0.825
C 0.669 0.196 4.120
C 1.398 0.159 5.549
C 1.907 -1.275 5.847
C 2.827 -1.376 7.031
C 3.923 -0.388 6.976
C 3.481 1.114 6.647
N 2.554 1.100 5.501
O 2.178 2.371 5.053
C 2.945 1.753 7.958
C 4.872 1.831 6.282
C 0.224 0.384 6.535
H 1.357 0.075 3.283
H 0.157 1.135 3.911
H -0.024 -0.643 4.055
H 1.033 -1.913 5.976
H 2.421 -1.740 5.006
H 3.121 -2.423 7.098
H 2.365 -1.246 8.010
H 4.648 -0.670 6.213
H 4.474 -0.427 7.916
H 3.817 2.172 8.460
H 2.155 2.491 7.813
H 2.590 0.991 8.651
H 5.286 1.462 5.344
H 4.750 2.889 6.050
H 5.465 1.753 7.193
H 0.410 0.029 7.549
H -0.667 0.014 6.028
H 0.114 1.455 6.704
H 1.640 2.648 5.798
C -2.803 -4.661 4.504
C -1.734 -5.222 3.484
C -2.324 -5.049 2.052
C -1.322 -5.242 0.896
C -0.067 -4.308 1.052
C 0.543 -4.462 2.503
N -0.505 -4.404 3.570
O 0.033 -4.538 4.795
C 1.580 -5.644 2.559
C 1.402 -3.174 2.679
C -1.565 -6.697 3.758
H -3.728 -5.231 4.418
H -2.817 -3.572 4.453
H -2.447 -4.618 5.533
H -3.084 -5.822 1.932
H -2.746 -4.046 1.995
H -1.812 -5.157 -0.074
H -1.186 -6.318 0.791
H -0.313 -3.278 0.797
H 0.708 -4.624 0.352
H 2.321 -5.520 1.770
H 2.098 -5.660 3.518
H 1.010 -6.527 2.267
H 0.849 -2.236 2.707
H 1.929 -3.216 3.632
H 2.143 -3.073 1.885
H -2.555 -7.143 3.662
H -1.109 -6.794 4.744
H -0.939 -7.227 3.041
H -0.053 -3.651 5.150
C 4.287 -0.059 2.152
C 5.565 0.626 1.524
C 5.594 0.257 0.014
C 6.383 1.198 -0.948
C 6.199 2.672 -0.520
C 6.344 3.069 0.996
N 5.522 2.089 1.749
O 5.414 2.350 3.055
C 7.810 2.948 1.294
C 5.634 4.455 1.183
C 6.827 0.058 2.201
H 4.293 -1.122 1.910
H 3.403 0.312 1.634
H 4.106 0.101 3.215
H 6.016 -0.743 -0.091
H 4.578 0.230 -0.381
H 6.005 1.013 -1.953
H 7.432 0.904 -0.894
H 5.264 3.083 -0.902
H 6.932 3.224 -1.108
H 8.196 2.846 2.308
H 8.253 2.141 0.710
H 8.284 3.843 0.890
H 5.894 4.967 2.109
H 5.822 5.161 0.375
H 4.559 4.427 1.006
H 7.030 0.357 3.230
H 7.723 0.312 1.636
H 6.736 -1.022 2.317
H 6.285 2.118 3.385
C -2.113 -3.361 -4.165
C -3.628 -2.855 -4.262
C -4.617 -4.099 -4.218
C -5.016 -4.731 -2.846
C -5.460 -3.621 -1.874
C -4.436 -2.505 -1.786
N -4.020 -1.980 -3.152
O -3.432 -0.713 -3.186
C -5.062 -1.402 -1.079
C -3.218 -3.042 -0.968
C -3.888 -2.171 -5.658
H -1.571 -2.617 -4.749
H -1.839 -3.251 -3.116
H -1.894 -4.371 -4.511
H -5.573 -3.922 -4.710
H -4.251 -4.931 -4.819
H -5.843 -5.411 -3.048
H -4.321 -5.451 -2.415
H -5.542 -3.976 -0.847
H -6.446 -3.331 -2.237
H -4.223 -0.843 -0.664
H -5.670 -1.794 -0.263
H -5.689 -0.759 -1.697
H -2.693 -3.838 -1.497
H -3.590 -3.331 0.014
H -2.452 -2.275 -0.853
H -3.474 -2.811 -6.437
H -4.938 -2.102 -5.944
H -3.448 -1.180 -5.760
H -2.548 -0.813 -2.825
C -4.934 5.881 -2.930
C -3.983 5.478 -1.860
C -4.530 5.984 -0.513
C -5.629 5.131 0.150
C -5.145 3.754 0.379
C -4.681 3.047 -1.006
N -3.761 3.956 -1.766
O -3.380 3.362 -2.909
C -3.796 1.940 -0.479
C -5.902 2.543 -1.757
C -2.622 6.151 -2.087
H -4.725 5.348 -3.858
H -4.988 6.969 -2.954
H -5.981 5.635 -2.755
H -3.774 6.153 0.255
H -5.034 6.949 -0.561
H -6.496 5.192 -0.509
H -5.975 5.605 1.069
H -5.987 3.213 0.809
H -4.342 3.937 1.094
H -2.937 2.333 0.064
H -4.355 1.204 0.099
H -3.372 1.373 -1.308
H -5.763 2.085 -2.736
H -6.532 1.929 -1.113
H -6.560 3.393 -1.939
H -2.210 5.837 -3.046
H -1.879 5.909 -1.327
H -2.671 7.234 -1.974
H -4.081 3.573 -3.529
C 2.624 1.771 -3.865
C 1.776 1.524 -5.139
C 1.625 -0.104 -5.289
C 0.627 -0.494 -6.377
C -0.705 0.054 -6.019
C -0.699 1.669 -5.878
N 0.430 2.058 -4.976
O 0.529 3.351 -4.762
C -0.629 2.424 -7.274
C -2.076 1.934 -5.230
C 2.530 2.040 -6.385
H 2.546 2.784 -3.469
H 3.656 1.610 -4.175
H 2.375 1.271 -2.929
H 2.523 -0.640 -5.597
H 1.264 -0.606 -4.391
H 0.499 -1.576 -6.345
H 0.857 -0.310 -7.427
H -1.107 -0.354 -5.092
H -1.284 -0.209 -6.903
H -0.374 3.472 -7.120
H 0.010 1.835 -7.931
H -1.580 2.480 -7.803
H -2.398 2.974 -5.186
H -2.745 1.205 -5.687
H -2.089 1.583 -4.197
H 1.963 2.246 -7.294
H 3.282 1.265 -6.529
H 3.044 2.981 -6.192
H 0.882 3.730 -5.570

These are the Mulliken partial charges, in e, on atoms 1 to 2: -0.452, -0.237

=====

A 2-piece molecular cluster, C5H9N overall in a non-equilibrium geometry, computed with wB97M-V/def2-TZVPD.

The calculation puts the LUMO energy at 0.90 eV. The value obtained for the frontier orbital gap is 0.375 Ha. The value obtained for the HOMO energy is -9.3 eV.

CARTESIAN COORDINATES (ANGSTROEM)
C -0.200 -1.093 1.235
C 0.585 -0.058 0.432
C 0.690 -0.443 -1.062
C -0.150 1.287 0.305
C -1.041 1.060 -0.864
N -1.871 1.051 -1.677
H -0.408 -0.741 2.251
H 0.366 -2.030 1.305
H -1.155 -1.317 0.743
H 1.574 0.092 0.899
H 0.435 -1.461 -1.341
H 1.665 -0.237 -1.489
H -0.279 0.181 -1.950
H 0.549 2.098 0.054
H -0.760 1.610 1.157

These are the Mulliken partial charges, in e, on atoms 1 to 2: -1.480, 0.484

=====

CaI3 as an isolated structure in a non-equilibrium geometry, computed with wB97M-V/def2-TZVPD.

The calculation puts the LUMO energy at -0.45 eV. The value obtained for the frontier orbital gap is 0.184 Ha. The total charge is -1. The value obtained for the HOMO energy is -5.5 eV.

CARTESIAN COORDINATES (ANGSTROEM)
Ca 0.610 0.980 -0.216
I -3.463 1.030 -1.198
I 1.128 0.404 4.029
I 1.725 -2.414 -2.615

These are the Mulliken partial charges, in e, on atoms 1 to 2: 1.270, -0.738

=====

An isolated molecule of C6H13N in a non-equilibrium geometry, computed with wB97M-V/def2-TZVPD.

As for the SMILES: CCCC/C=C/N. The calculation puts the LUMO energy at 1.06 eV. The value obtained for the frontier orbital gap is 0.355 Ha. The value obtained for the HOMO energy is -8.6 eV.

CARTESIAN COORDINATES (ANGSTROEM)
C 1.200 -1.132 1.495
C 1.537 0.314 1.094
C 0.248 1.151 0.980
C -1.070 0.468 0.636
C -1.079 -0.444 -0.586
C -0.985 0.092 -1.786
N -0.600 -0.585 -2.992
H 0.712 -1.096 2.466
H 2.094 -1.766 1.478
H 0.604 -1.578 0.703
H 1.963 0.264 0.086
H 2.313 0.785 1.697
H 0.141 1.699 1.922
H 0.375 1.916 0.211
H -1.771 1.273 0.402
H -1.528 -0.073 1.437
H -1.113 -1.516 -0.417
H -1.098 1.172 -1.779
H -0.517 0.130 -3.699
H -1.424 -1.073 -3.348

These are the Mulliken partial charges, in e, on atoms 1 to 2: -1.043, -0.448

=====

A 14-piece molecular cluster, C70H147N7O14 overall in a non-equilibrium geometry, computed with wB97M-V/def2-TZVPD.

The calculation puts the LUMO energy at -0.67 eV. The value obtained for the frontier orbital gap is 0.242 Ha. The value obtained for the HOMO energy is -7.2 eV.

CARTESIAN COORDINATES (ANGSTROEM)
C 0.369 -6.894 2.870
C 0.017 -7.631 1.545
C -1.271 -7.035 0.888
N -1.698 -7.736 -0.404
C -1.636 -9.291 -0.141
C -3.124 -7.258 -0.786
C -2.849 -6.180 -1.865
C -1.629 -6.749 -2.621
C -0.723 -7.335 -1.546
H 1.118 -7.358 3.529
H -0.560 -6.797 3.387
H 0.702 -5.852 2.596
H -0.100 -8.683 1.767
H 0.952 -7.549 0.869
H -1.065 -6.004 0.659
H -2.028 -7.173 1.610
H -2.323 -9.512 0.706
H -0.607 -9.639 -0.065
H -2.045 -9.687 -1.105
H -3.720 -8.089 -1.202
H -3.701 -7.011 0.115
H -3.620 -5.960 -2.560
H -2.597 -5.260 -1.367
H -1.979 -7.627 -3.203
H -1.108 -6.133 -3.345
H -0.187 -8.186 -1.893
H -0.002 -6.648 -1.152
C -1.647 1.900 -4.716
C -1.158 0.485 -4.571
C -2.410 -0.442 -4.846
N -2.224 -1.818 -4.332
C -2.177 -1.855 -2.879
C -0.992 -2.443 -4.920
C -1.410 -2.775 -6.326
C -2.831 -3.266 -6.152
C -3.324 -2.721 -4.774
H -1.985 2.127 -5.751
H -0.803 2.636 -4.678
H -2.370 2.122 -3.916
H -0.818 0.323 -3.536
H -0.300 0.297 -5.238
H -2.570 -0.596 -5.905
H -3.303 -0.052 -4.393
H -1.463 -1.146 -2.511
H -1.956 -2.871 -2.615
H -3.185 -1.574 -2.450
H -0.833 -3.366 -4.378
H -0.147 -1.756 -4.817
H -0.788 -3.478 -6.780
H -1.232 -1.927 -6.950
H -2.883 -4.338 -6.132
H -3.511 -2.881 -6.926
H -3.313 -3.424 -4.009
H -4.295 -2.251 -4.754
C -2.835 4.601 6.157
C -3.113 4.860 4.718
C -3.549 3.600 3.978
N -3.460 3.782 2.454
C -2.031 3.728 1.998
C -4.148 5.095 2.061
C -5.610 4.784 2.099
C -5.762 3.235 1.872
C -4.299 2.747 1.778
H -2.433 5.389 6.765
H -2.118 3.806 6.209
H -3.670 4.216 6.777
H -2.141 5.225 4.304
H -3.854 5.675 4.681
H -4.475 3.186 4.276
H -2.859 2.764 4.226
H -1.473 4.605 2.287
H -2.148 3.635 0.887
H -1.543 2.899 2.509
H -3.819 5.166 0.998
H -3.685 5.939 2.614
H -6.131 5.450 1.400
H -5.965 5.026 3.106
H -6.285 2.935 0.954
H -6.276 2.771 2.717
H -3.890 2.579 0.809
H -4.233 1.841 2.349
C 6.084 3.247 -3.654
C 5.557 2.022 -2.928
C 5.659 0.756 -3.760
N 4.734 -0.331 -3.318
C 3.363 0.191 -2.985
C 4.688 -1.405 -4.397
C 5.948 -2.221 -4.200
C 5.951 -2.418 -2.692
C 5.336 -1.079 -2.113
H 7.181 3.295 -3.607
H 5.787 4.219 -3.295
H 5.809 3.116 -4.703
H 4.545 2.131 -2.507
H 6.117 1.830 -2.020
H 6.685 0.364 -3.763
H 5.341 1.014 -4.781
H 3.121 0.941 -3.762
H 3.342 0.611 -1.941
H 2.600 -0.585 -3.161
H 3.823 -2.014 -4.174
H 4.553 -0.805 -5.331
H 5.785 -3.104 -4.817
H 6.887 -1.856 -4.549
H 5.306 -3.264 -2.444
H 6.963 -2.546 -2.262
H 4.497 -1.227 -1.461
H 6.016 -0.495 -1.506
C 4.800 3.572 2.242
C 3.561 2.934 2.851
C 2.820 3.734 3.994
N 1.892 2.792 4.757
C 0.867 2.264 3.818
C 1.204 3.520 5.870
C 0.673 2.414 6.745
C 1.756 1.349 6.666
C 2.681 1.699 5.500
H 4.507 4.328 1.489
H 5.411 2.812 1.693
H 5.347 4.157 3.001
H 3.875 1.977 3.284
H 2.845 2.755 2.047
H 2.295 4.582 3.654
H 3.625 4.112 4.626
H 1.350 1.570 3.137
H 0.536 3.102 3.187
H 0.050 1.866 4.410
H 0.531 4.260 5.357
H 2.039 4.073 6.378
H -0.286 2.053 6.342
H 0.530 2.797 7.757
H 1.256 0.422 6.566
H 2.357 1.278 7.549
H 2.842 0.745 4.917
H 3.571 2.188 5.759
C 1.745 3.334 -1.222
C 1.672 4.110 -2.554
C 0.863 5.386 -2.427
N 0.585 6.047 -3.753
C 1.693 5.929 -4.739
C -0.674 5.539 -4.421
C -1.036 6.583 -5.415
C -0.427 7.934 -4.873
C 0.242 7.517 -3.567
H 0.905 2.644 -1.277
H 1.675 3.854 -0.267
H 2.609 2.678 -1.217
H 1.259 3.452 -3.341
H 2.688 4.459 -2.841
H 1.373 6.051 -1.769
H -0.100 5.199 -1.996
H 2.574 6.422 -4.301
H 1.392 6.386 -5.661
H 1.995 4.903 -4.911
H -0.515 4.537 -4.753
H -1.388 5.424 -3.620
H -0.628 6.444 -6.380
H -2.100 6.603 -5.498
H 0.310 8.422 -5.554
H -1.237 8.650 -4.568
H 1.133 8.048 -3.329
H -0.473 7.626 -2.766
C -3.181 -3.764 1.557
C -2.035 -3.174 0.651
C -1.236 -2.250 1.627
N -0.058 -1.674 0.920
C 1.081 -2.663 0.693
C 0.481 -0.477 1.714
C 0.243 0.779 0.807
C 0.334 0.233 -0.545
C -0.456 -1.076 -0.408
H -2.880 -4.665 2.045
H -4.140 -3.935 1.089
H -3.353 -2.978 2.254
H -2.381 -2.546 -0.188
H -1.439 -3.968 0.186
H -0.956 -2.793 2.584
H -1.823 -1.442 1.887
H 0.712 -3.424 0.030
H 1.447 -2.965 1.701
H 1.881 -2.037 0.266
H 1.538 -0.766 1.964
H -0.101 -0.395 2.606
H 1.090 1.472 0.911
H -0.737 1.209 1.068
H 1.404 0.043 -0.805
H -0.194 0.759 -1.307
H -0.274 -1.761 -1.232
H -1.558 -0.873 -0.342
C -4.874 0.302 -0.583
C -3.851 0.879 -1.558
O -2.836 1.442 -1.020
O -4.102 0.730 -2.790
H -4.601 0.275 0.519
H -5.235 -0.686 -0.914
H -5.762 0.949 -0.655
C -2.572 -1.057 4.477
C -3.077 0.200 3.747
O -2.361 0.831 2.918
O -4.262 0.528 4.128
H -3.207 -1.955 4.308
H -2.781 -0.894 5.566
H -1.495 -1.229 4.284
C 4.969 -0.061 1.830
C 4.730 0.651 0.533
O 3.502 0.651 0.127
O 5.605 1.217 -0.129
H 5.592 -0.906 1.777
H 4.060 -0.337 2.397
H 5.507 0.611 2.466
C -4.857 -9.424 3.865
C -4.014 -9.242 2.549
O -3.150 -10.096 2.319
O -4.244 -8.213 1.865
H -5.479 -10.298 3.856
H -5.492 -8.569 3.986
H -4.206 -9.533 4.739
C 2.263 -2.203 6.021
C 1.934 -1.962 4.526
O 2.609 -0.962 4.015
O 1.140 -2.691 3.905
H 3.303 -2.570 6.070
H 1.631 -2.964 6.459
H 2.244 -1.267 6.596
C 0.788 7.378 1.440
C 0.474 6.017 1.992
O -0.147 6.103 3.096
O 0.937 5.029 1.403
H 1.838 7.493 1.198
H 0.440 8.075 2.174
H 0.267 7.532 0.484
C 2.752 -4.215 -1.824
C 1.544 -3.664 -2.672
O 1.882 -2.769 -3.539
O 0.425 -4.042 -2.360
H 2.588 -5.195 -1.344
H 2.940 -3.558 -0.960
H 3.635 -4.292 -2.484

These are the Mulliken partial charges, in e, on atoms 1 to 2: -1.325, -0.395

=====

An isolated molecule of C5H15NO3Si in a non-equilibrium geometry, computed with wB97M-V/def2-TZVPD.

As for the SMILES: CO[Si](N)(OC)OC(C)C. The calculation puts the LUMO energy at 0.75 eV. The value obtained for the frontier orbital gap is 0.378 Ha. The value obtained for the HOMO energy is -9.5 eV.

CARTESIAN COORDINATES (ANGSTROEM)
C -1.132 2.000 -2.097
O -1.429 1.542 -0.723
Si -1.411 -0.013 -0.358
N -2.750 -0.714 0.275
O -0.695 -0.823 -1.617
C -0.058 -2.083 -1.325
O -0.317 -0.122 1.090
C 1.101 0.046 0.992
C 1.549 1.500 1.104
C 1.837 -0.774 2.049
H -0.323 1.284 -2.383
H -0.740 2.992 -1.889
H -1.999 2.119 -2.753
H -2.790 -0.751 1.283
H -3.657 -0.956 -0.249
H 0.967 -2.111 -1.483
H -0.679 -2.713 -1.998
H -0.324 -2.436 -0.303
H 1.409 -0.491 0.031
H 1.514 1.778 2.216
H 2.746 1.584 0.783
H 0.976 2.145 0.473
H 2.106 -0.132 2.858
H 2.817 -1.198 1.586
H 1.280 -1.672 2.435

These are the Mulliken partial charges, in e, on atoms 1 to 2: -0.562, -0.267